[1]
8
Properties=species:S:1:pos:R:3 method="wB97M-V/def2-TZVPD" energy_ha=-296.21898 largest_force_ev_per_a=4.411 lumo_energy_ev="-2.421 / -2.904" homo_lumo_gap_ev="8.63 / 7.18" e_homo_ev="-11.05 / -10.09"
N 1.081 0.587 0.612
N -0.119 0.193 0.263
C 1.756 1.563 0.118
C 2.750 -0.942 0.020
H -0.569 0.587 -0.524
N 3.504 -1.789 -0.075
N 2.542 2.344 -0.238
H -0.535 -0.688 0.476

***

[2]
9
Properties=species:S:1:pos:R:3 method="wB97M-V/def2-TZVPD" energy_ha=-371.50929 largest_force_ev_per_a=5.541 lumo_energy_ev=-1.122 homo_lumo_gap_ev=9.08 e_homo_ev=-10.20
N 0.217 -0.926 1.495
C -0.952 -0.034 1.169
N -0.185 0.387 -2.118
H -1.591 0.317 2.080
N -1.072 0.419 0.065
H 0.817 0.010 -2.497
C 0.032 0.214 -0.872
N 1.351 -0.745 0.928
O 1.383 0.357 -0.249

***

[3]
10
Properties=species:S:1:pos:R:3 method="wB97M-V/def2-TZVPD" energy_ha=-446.76360 largest_force_ev_per_a=4.355 lumo_energy_ev=-0.783 homo_lumo_gap_ev=10.48 e_homo_ev=-11.27
N 0.307 -0.167 -0.174
O 2.269 0.431 -0.796
C -0.326 1.052 -0.307
C -1.552 -0.307 0.628
H -2.369 -0.801 0.950
N -0.499 -1.035 0.496
N 1.599 -0.493 -0.327
H 0.166 1.915 -0.637
O 1.913 -1.565 -0.035
N -1.507 0.969 0.203

***

[4]
10
Properties=species:S:1:pos:R:3 method="wB97M-V/def2-TZVPD" energy_ha=-446.77100 largest_force_ev_per_a=5.079 lumo_energy_ev=-0.687 homo_lumo_gap_ev=9.75 e_homo_ev=-10.44
C -0.418 0.862 -0.075
H 2.158 1.031 -0.305
N -1.887 -0.729 0.132
C 1.570 -0.762 0.143
O -0.623 -1.383 -0.191
N 0.248 -0.386 -0.273
H 1.736 -1.785 0.629
N -1.756 0.440 0.188
N 2.615 0.025 0.087
O -0.044 1.971 -0.019

***

[5]
9
Properties=species:S:1:pos:R:3 method="wB97M-V/def2-TZVPD" energy_ha=-351.03540 charge=-1 largest_force_ev_per_a=1.902 lumo_energy_ev="3.689 / 3.876" homo_lumo_gap_ev="8.32 / 8.54" e_homo_ev="-4.63 / -4.66"
N -2.885 -0.496 0.173
N -1.528 1.178 -0.095
C -0.919 0.006 -0.066
H 3.481 -0.875 -0.090
C 1.790 0.138 -0.017
N 2.449 -0.902 -0.083
N -2.793 0.819 0.059
H 2.095 1.185 0.021
N -1.690 -1.053 0.099

***

[6]
10
Properties=species:S:1:pos:R:3 method="wB97M-V/def2-TZVPD" energy_ha=-405.78980 largest_force_ev_per_a=2.022 lumo_energy_ev=-1.256 homo_lumo_gap_ev=8.52 e_homo_ev=-9.78
C 0.716 0.471 0.665
N 0.614 -0.943 0.882
C -0.335 -1.491 0.252
N -1.431 -0.784 -0.321
N 0.873 1.324 1.593
N -0.029 0.581 -1.541
H 0.940 0.805 2.532
H -0.425 -2.591 0.299
N -1.311 0.203 -1.061
N 0.883 0.749 -0.742

***

[7]
14
Properties=species:S:1:pos:R:3 method="wB97M-V/def2-TZVPD" energy_ha=-988.69116 largest_force_ev_per_a=3.736 lumo_energy_ev="-1.016 / -1.016" homo_lumo_gap_ev="8.87 / 8.88" e_homo_ev="-9.89 / -9.89"
N -2.303 1.205 0.434
H 1.916 -2.644 0.652
O 0.582 2.488 -0.537
N -1.054 0.728 0.277
N 1.502 0.449 0.491
S 0.391 1.723 0.664
N 2.896 -1.198 -0.508
H -4.031 0.534 -0.450
N 2.976 -0.153 -1.031
N -1.017 -0.353 -0.429
N 1.324 -0.711 0.968
N -2.214 -0.669 -0.755
C 2.039 -1.653 0.438
C -3.006 0.253 -0.213

***

[8]
7
Properties=species:S:1:pos:R:3 method="wB97M-V/def2-TZVPD" energy_ha=-282.62295 charge=-1 largest_force_ev_per_a=1.890 lumo_energy_ev=3.915 homo_lumo_gap_ev=5.30 e_homo_ev=-1.38
C -3.236 0.109 0.012
H -0.779 -0.907 -1.500
O -4.060 -0.643 -0.339
C -0.198 -0.783 -0.567
H 0.956 -0.470 -0.684
O -2.738 1.162 0.153
N -0.730 -0.824 0.539

***

[9]
8
Properties=species:S:1:pos:R:3 method="wB97M-V/def2-TZVPD" energy_ha=-680.87302 charge=-1 largest_force_ev_per_a=4.161 lumo_energy_ev=3.930 homo_lumo_gap_ev=6.92 e_homo_ev=-2.99
C -0.595 -0.032 0.457
H 1.381 0.418 0.620
H 0.406 0.594 1.975
S -1.996 -0.177 1.403
C -0.027 -0.291 -1.655
N 0.572 0.159 1.128
O 1.061 0.108 -1.567
O -0.803 -0.780 -2.359

***

[10]
8
Properties=species:S:1:pos:R:3 method="wB97M-V/def2-TZVPD" energy_ha=-357.71200 charge=-1 largest_force_ev_per_a=3.054 lumo_energy_ev="4.017 / 3.335" homo_lumo_gap_ev="8.78 / 7.19" e_homo_ev="-4.76 / -3.86"
N -0.351 1.446 0.015
C -0.237 0.063 0.013
O 1.936 -0.322 0.548
O 1.079 -1.267 -1.337
C 1.106 -0.616 -0.286
O -1.055 0.574 -0.901
H -1.068 1.590 0.644
H -1.410 -1.469 1.304

***

[11]
8
Properties=species:S:1:pos:R:3 method="wB97M-V/def2-TZVPD" energy_ha=-357.96864 charge=-1 largest_force_ev_per_a=2.255 lumo_energy_ev=4.241 homo_lumo_gap_ev=8.94 e_homo_ev=-4.70
H -0.907 -0.523 -1.104
O -0.023 -2.318 0.266
C -0.112 1.197 -0.289
N -0.260 -0.155 -0.428
H -0.266 1.853 -1.155
C 0.342 -1.174 0.606
O 1.179 -0.685 1.344
O 0.047 1.804 0.760

***

[12]
8
Properties=species:S:1:pos:R:3 method="wB97M-V/def2-TZVPD" energy_ha=-357.70355 charge=-1 largest_force_ev_per_a=3.857 lumo_energy_ev="3.482 / 4.132" homo_lumo_gap_ev="6.85 / 8.72" e_homo_ev="-3.37 / -4.59"
H -0.037 1.531 1.882
O 1.524 -1.793 0.479
H -1.247 1.444 -0.206
O -1.629 -0.361 0.017
N -1.016 0.692 -0.754
O 1.507 -0.474 -1.310
C 1.178 -0.967 -0.272
C -0.279 -0.071 0.164

***

[13]
9
Properties=species:S:1:pos:R:3 method="wB97M-V/def2-TZVPD" energy_ha=-699.26572 charge=-2 largest_force_ev_per_a=3.239 lumo_energy_ev=6.669 homo_lumo_gap_ev=8.45 e_homo_ev=-1.78
N -1.382 3.834 0.337
H 0.608 0.841 0.173
O 0.975 -0.775 -1.111
H -1.041 -0.096 -0.164
C -1.927 3.079 -0.421
O 1.981 -1.958 1.110
P 0.756 -1.809 0.254
O -0.097 -2.973 -0.161
C 0.127 -0.144 -0.018

***

[14]
9
Properties=species:S:1:pos:R:3 method="wB97M-V/def2-TZVPD" energy_ha=-433.05327 s2=2.0113 charge=-1 largest_force_ev_per_a=5.199 multiplicity=3 lumo_energy_ev="3.842 / 3.833" homo_lumo_gap_ev="6.00 / 8.19" e_homo_ev="-2.15 / -4.35"
O 1.704 0.339 -0.263
C -0.173 -0.110 0.932
O -1.373 -0.346 1.337
O 0.401 -1.586 -0.747
O -1.336 0.756 -1.010
H 2.289 0.050 -1.013
H 0.284 0.775 1.412
C 0.585 -0.517 -0.156
N -2.380 0.638 -0.493

***

[15]
7
Properties=species:S:1:pos:R:3 method="wB97M-V/def2-TZVPD" energy_ha=-871.52064 largest_force_ev_per_a=3.818 lumo_energy_ev="-0.766 / -0.769" homo_lumo_gap_ev="8.08 / 8.08" e_homo_ev="-8.85 / -8.85"
N 1.270 -1.135 -0.094
S 1.630 0.339 0.073
C -0.922 -1.128 0.034
P -1.323 0.427 0.021
H -1.306 -2.105 0.293
C 0.190 1.253 -0.083
H 0.461 2.349 -0.243

***

[16]
8
Properties=species:S:1:pos:R:3 method="wB97M-V/def2-TZVPD" energy_ha=-863.86094 s2=6.0039 charge=+2 largest_force_ev_per_a=5.708 multiplicity=5 lumo_energy_ev="-11.444 / -11.295" homo_lumo_gap_ev="5.44 / 9.96" e_homo_ev="-16.89 / -21.25"
C -0.521 0.295 -0.201
Nd 2.212 1.849 -0.119
O -1.722 -0.083 -0.602
O 1.576 -0.251 0.669
C 0.350 -0.615 0.502
H -1.806 -1.058 -0.578
O -0.052 1.374 -0.669
H -0.038 -1.511 0.999

***

[17]
6
Properties=species:S:1:pos:R:3 method="wB97M-V/def2-TZVPD" energy_ha=-227.76128 largest_force_ev_per_a=0.762 lumo_energy_ev=0.161 homo_lumo_gap_ev=9.59 e_homo_ev=-9.43
O 0.299 -0.626 -1.704
C 0.462 -0.260 1.246
H -1.468 -0.008 -0.882
C -0.375 -0.107 -0.880
O 0.177 0.547 0.240
H 0.905 0.453 1.980

***

[18]
6
Properties=species:S:1:pos:R:3 method="wB97M-V/def2-TZVPD" energy_ha=-227.82254 largest_force_ev_per_a=3.173 lumo_energy_ev=0.298 homo_lumo_gap_ev=10.32 e_homo_ev=-10.02
C 0.707 -0.057 -0.366
O -1.831 -0.552 -0.086
H -0.658 0.636 1.043
O 1.410 -0.858 0.111
H 1.108 0.870 -0.827
C -0.736 -0.039 0.125

***

[19]
9
Properties=species:S:1:pos:R:3 method="wB97M-V/def2-TZVPD" energy_ha=-1308.74585 largest_force_ev_per_a=3.460 lumo_energy_ev=-1.438 homo_lumo_gap_ev=7.97 e_homo_ev=-9.41
P 0.921 1.186 -1.246
H -2.366 0.074 -1.074
H -2.111 -0.807 0.448
C -1.690 -0.215 -0.322
C -0.378 0.017 -0.340
O 1.843 0.879 0.904
P 0.893 -0.205 1.184
O 1.603 0.461 -2.303
S 1.284 -1.391 2.749

***

[20]
8
Properties=species:S:1:pos:R:3 method="wB97M-V/def2-TZVPD" energy_ha=-1024.11236 largest_force_ev_per_a=2.835 lumo_energy_ev=-1.548 homo_lumo_gap_ev=7.55 e_homo_ev=-9.10
C -0.065 0.829 1.847
H 0.813 0.572 -0.150
S -1.256 1.677 1.048
C -0.152 0.375 0.422
S -3.261 0.259 -2.019
H -0.650 -0.444 -0.094
O -2.493 -0.457 -1.011
O -3.125 -0.234 -3.328